(1)
Computed, not measured: a cluster of 2 separate species, C3H8ClN3 in total, with ωB97M-V/def2-TZVPD.

Cartesian coordinates (Å):
C  2.23112  0.22778  -0.02016
C  -1.10751  -0.72382  0.20357
C  -3.12953  0.55764  -0.31387
N  1.31186  -0.60153  0.35938
N  3.52192  -0.01586  -0.05130
N  -1.72583  0.33544  -0.06200
Cl  -1.41321  -2.25446  0.51224
H  2.14956  1.20979  -0.39099
H  -3.69753  0.24357  0.58362
H  -3.64803  -0.09038  -1.10756
H  -3.29354  1.60261  -0.22775
H  1.62771  -1.51517  0.47905
H  4.17999  0.75344  -0.30779
H  4.01217  -0.86765  0.36152
H  -1.01916  1.13860  -0.01798

Force components x, y, z for each atom (eV/Å):
1.4 -0.1 -0.5
1.6 -0.7 0.0
-2.9 -1.7 1.0
-2.9 1.8 -0.2
2.3 -1.2 0.9
3.7 0.7 0.2
0.1 0.1 -0.1
-1.6 1.2 -0.2
0.5 -0.3 0.0
1.4 1.4 0.5
-0.1 1.0 -1.1
0.0 -2.2 0.5
-0.9 -0.9 0.3
-1.1 1.4 -0.8
-1.5 -0.6 -0.4

## Properties
* E_HOMO (alpha / beta): -0.68737 / -0.68500 hartree
* charge: +2
* gap between HOMO and LUMO (alpha / beta): 6.80 / 6.66 eV

---

(2)
Computed, not measured: a cluster of 2 separate species, C3H8ClNO in total, with ωB97M-V/def2-TZVPD.

Cartesian coordinates (Å):
C  -0.88838  -0.38373  0.79714
C  0.17185  1.48674  -0.47330
C  1.45466  -0.22940  0.61544
N  0.29229  0.31816  0.28083
O  1.33470  -2.11698  -0.55874
Cl  2.89898  0.28378  -0.10350
H  -0.94516  -1.20484  0.13736
H  -0.82787  -0.80473  1.79385
H  -1.65774  0.26900  0.63654
H  -0.46000  2.25261  0.19846
H  1.25157  1.97128  -0.68453
H  -0.38824  1.34506  -1.50295
H  1.62279  -0.70835  1.59473
H  0.43516  -2.38146  -0.36926

Force components x, y, z for each atom (eV/Å):
2.2 -0.4 -0.5
-0.5 3.7 -1.7
0.0 -2.2 -1.1
1.4 -1.1 2.4
0.5 1.8 1.2
0.2 0.2 0.1
-0.7 -1.1 -0.7
0.3 0.5 0.3
-2.4 1.4 0.1
1.3 -1.4 -1.7
-2.8 -1.2 0.5
1.1 0.2 2.0
-0.5 0.0 -0.8
-0.2 -0.4 0.0

## Properties
* E_HOMO (alpha / beta): -0.30359 / -0.30353 hartree
* gap between HOMO and LUMO (alpha / beta): 8.70 / 8.70 eV

---

(3)
Computed, not measured: a cluster of 2 separate species, C3H8ClNO in total, with ωB97M-V/def2-TZVPD.

Cartesian coordinates (Å):
C  -0.89591  0.05823  -1.46266
C  -0.94055  0.63343  0.84936
C  1.52366  -0.46525  0.08677
N  -0.31017  0.86052  -0.41161
O  2.15348  -0.07049  1.21887
Cl  0.85908  -2.09482  0.26945
H  0.00250  0.03672  -2.32866
H  -1.17805  -0.89478  -1.15454
H  -1.73028  0.58871  -1.92797
H  -0.71519  -0.37175  1.19462
H  -0.34415  1.14604  1.77291
H  -1.92089  0.92290  0.84467
H  2.09024  -0.39445  -0.79852
H  1.40624  0.04500  1.84730

Force components x, y, z for each atom (eV/Å):
3.4 2.1 -2.6
4.7 0.1 2.6
-1.5 0.4 0.6
2.2 -1.0 0.5
-1.4 0.5 -0.4
-0.1 0.2 -0.2
-2.6 -0.3 2.0
-0.5 -1.9 0.3
-0.1 0.0 0.1
-1.3 -0.9 -0.2
-1.5 0.0 -2.2
-2.7 0.5 0.3
0.6 0.3 -0.9
0.8 0.0 0.1

## Properties
* E_HOMO (alpha / beta): -0.32897 / -0.31083 hartree
* gap between HOMO and LUMO (alpha / beta): 9.17 / 8.65 eV

---

(4)
Computed, not measured: a cluster of 2 separate species, C3H8ClP in total, with ωB97M-V/def2-TZVPD.

Cartesian coordinates (Å):
C  1.57441  -1.00327  0.01921
C  0.51553  -0.07667  -0.59064
C  0.16776  1.03279  0.31097
P  -2.79023  1.13754  -0.03743
Cl  -2.84606  -0.78125  -0.58902
H  2.45969  -0.43934  0.31558
H  1.17877  -1.50763  0.89957
H  1.87060  -1.75667  -0.70723
H  0.85315  0.30765  -1.55447
H  -0.37401  -0.69902  -0.77937
H  0.06876  0.83384  1.36292
H  0.28915  2.05594  0.00778
H  -2.96753  0.89610  1.34214

Force components x, y, z for each atom (eV/Å):
0.0 0.2 -0.1
0.1 -0.4 -0.1
-1.4 0.1 -0.2
1.1 1.1 0.3
-0.1 -1.1 -0.3
0.0 -0.1 0.0
0.0 0.0 0.1
0.1 -0.1 0.0
0.0 0.0 0.0
0.1 0.1 -0.1
0.0 0.0 0.3
0.1 0.2 0.0
0.0 0.0 0.2

## Properties
* E_HOMO (alpha / beta): -0.29961 / -0.29813 hartree
* gap between HOMO and LUMO (alpha / beta): 7.49 / 8.25 eV

---

(5)
Computed, not measured: a cluster of 2 separate species, C3H8F2NO in total, with ωB97M-V/def2-TZVPD.

Cartesian coordinates (Å):
C  0.82361  0.71791  0.92420
C  -0.96542  -0.96363  0.95800
C  -0.08344  -0.27990  -1.14009
N  -0.30446  0.13764  0.19464
O  1.09382  1.24625  -1.79869
F  0.55483  -1.40449  -1.31418
F  -1.26575  1.16158  0.19226
H  1.42738  1.43854  0.22434
H  0.36798  1.25124  1.78337
H  1.44425  -0.15023  1.41390
H  -0.24319  -1.87773  0.87789
H  -1.15731  -0.70931  2.04207
H  -1.90335  -1.36598  0.41140
H  -0.94552  -0.30109  -1.93159
H  1.15656  1.09921  -2.83751

Force components x, y, z for each atom (eV/Å):
3.0 0.4 1.1
-0.2 -3.5 0.0
1.1 2.6 -7.0
-1.7 0.2 2.4
-2.4 -3.7 -1.3
0.6 0.3 1.2
0.3 -0.3 -0.9
-1.2 -1.7 1.4
0.3 -0.2 -0.7
-1.0 1.6 -1.4
-1.1 1.8 0.4
0.3 0.1 -1.5
1.4 1.3 0.9
1.2 0.9 2.2
-0.4 0.2 3.1

## Properties
* E_HOMO (alpha / beta): -0.56883 / -0.56887 hartree
* charge: +1
* gap between HOMO and LUMO (alpha / beta): 10.41 / 10.41 eV

---

(6)
Computed, not measured: a structure of composition C3H8F2P, with ωB97M-V/def2-TZVPD.

Cartesian coordinates (Å):
C  1.47284  1.45515  -0.52911
C  -0.81835  -2.47802  0.05015
C  0.42681  1.16496  0.60155
F  -1.96103  0.19446  1.18138
F  -1.36063  0.33503  -1.23726
P  -0.81915  -0.15744  0.14831
H  2.15872  2.23465  -0.15333
H  2.12272  0.69433  -0.65007
H  0.95934  1.50459  -1.51467
H  -2.00984  -2.64559  0.06448
H  -0.28358  -2.84693  0.90590
H  -0.39505  -2.59807  -0.85332
H  -0.31401  1.94891  0.44202
H  0.82121  1.19398  1.54397

Force components x, y, z for each atom (eV/Å):
-1.9 1.0 0.8
-4.5 3.1 2.6
-1.2 -0.3 -4.6
0.8 -0.6 -1.1
0.4 -0.5 1.0
-0.3 -1.2 1.1
-0.9 0.4 -0.8
2.1 -3.0 -0.2
0.5 1.0 0.7
3.0 0.4 0.0
0.1 0.1 0.3
1.5 -0.5 -3.1
-0.2 0.4 0.6
0.7 -0.5 2.6

## Properties
* E_HOMO: -0.59347 hartree
* charge: +1
* gap between HOMO and LUMO: 10.91 eV

---

(7)
Computed, not measured: a structure of composition C3H8F4N3P3, with ωB97M-V/def2-TZVPD.

Cartesian coordinates (Å):
C  2.77269  1.49322  -0.72838
C  -3.87239  -0.59633  -0.61243
C  2.29606  0.11171  -0.36688
N  -2.41984  -0.37291  -0.61696
N  -1.57852  -2.69741  0.77921
N  -0.26913  1.09044  0.02731
F  -1.15373  -2.16368  -1.96493
F  0.38134  0.09380  -2.22981
F  -2.56342  1.46966  1.30227
F  -2.28884  2.29479  -0.82134
P  -1.25202  -1.74668  -0.33013
P  0.47117  -0.14999  -0.64395
P  -1.79565  1.00276  0.02715
H  3.81273  1.47910  -1.22496
H  2.11131  2.10020  -1.53227
H  2.95116  2.22996  0.11509
H  -4.40107  0.31076  -0.31358
H  -4.15160  -1.43917  0.12203
H  -4.07140  -0.93779  -1.70563
H  2.41274  -0.13073  0.76652
H  2.76996  -0.71168  -1.02304

Force components x, y, z for each atom (eV/Å):
1.0 3.3 -2.0
-0.4 -2.3 -1.0
-0.5 -2.4 1.0
1.8 1.7 1.4
0.6 0.7 -0.7
0.8 0.2 1.0
-0.1 0.5 2.0
0.3 -0.1 0.7
0.7 -0.8 -0.2
0.2 -1.9 0.7
-1.0 -1.6 -1.4
0.9 0.4 -1.4
-3.1 2.2 -1.8
-1.6 -0.4 0.7
1.3 -1.7 1.9
-0.7 -1.2 -0.7
0.0 -0.1 -0.4
0.5 1.3 -1.2
-0.3 0.7 2.0
0.1 0.2 -2.0
-0.5 1.2 1.3

## Properties
* E_HOMO: -0.32675 hartree
* gap between HOMO and LUMO: 8.54 eV

---

(8)
Computed, not measured: the molecule C3H8FN, with ωB97M-V/def2-TZVPD.

Cartesian coordinates (Å):
C  -0.74247  1.33216  0.17688
C  -0.43693  -0.07344  -0.25980
N  -1.51161  -0.86903  -0.10361
C  0.86773  -0.61267  0.36278
F  1.89469  0.15516  -0.23638
H  0.17260  1.99575  0.11899
H  -1.28017  1.53836  1.13115
H  -1.50959  1.76412  -0.51696
H  -0.06083  -0.00396  -1.26702
H  -2.43215  -0.48604  -0.30244
H  -1.49600  -1.73752  0.34984
H  0.88575  -0.54418  1.48808
H  1.11943  -1.71616  0.17183

Force components x, y, z for each atom (eV/Å):
-0.2 2.7 -0.2
3.3 1.3 0.5
-3.6 -1.5 -0.3
0.3 -1.0 0.9
-0.4 -0.6 0.9
-1.1 -0.7 0.0
0.8 -0.9 -0.1
0.8 -0.3 0.0
-0.3 0.2 -1.1
0.6 -0.3 0.2
0.1 -0.9 0.5
0.2 0.5 -1.0
-0.7 1.5 -0.3

## Properties
* SMILES: C[C@H](N)CF
* E_HOMO: -0.32532 hartree
* gap between HOMO and LUMO: 10.00 eV

---

(9)
Computed, not measured: the ion C3H8FN2 with charge +1, with ωB97M-V/def2-TZVPD.

Cartesian coordinates (Å):
C  1.68479  0.02936  -0.45618
N  0.24520  -0.21222  -0.81554
C  -0.53247  0.49624  0.23777
C  -0.04187  0.11186  1.59120
N  -0.62831  -1.00642  1.87256
F  -0.64003  -1.42076  3.13558
H  1.83892  0.85270  0.09073
H  1.96300  -0.73704  0.09141
H  2.14966  -0.00934  -1.41863
H  0.24195  -1.24353  -0.70070
H  0.19291  -0.18163  -1.89874
H  -1.55024  0.09500  0.26733
H  -0.32947  1.59124  0.03039
H  0.57753  0.76771  2.37325

Force components x, y, z for each atom (eV/Å):
-1.3 -0.1 -4.9
1.9 -2.0 -1.2
-0.5 1.4 -1.2
0.4 -0.7 3.3
-0.1 1.4 -1.1
0.9 0.0 0.9
0.4 3.5 1.4
1.6 -3.8 2.6
1.2 0.4 -0.1
-1.0 0.5 0.4
-1.0 1.2 2.3
0.0 1.0 -0.8
-1.0 -1.2 0.3
-1.5 -1.4 -1.9

## Properties
* SMILES: C[NH2+]C/C=N/F
* E_HOMO: -0.56870 hartree
* charge: +1
* gap between HOMO and LUMO: 11.27 eV

---

(10)
Computed, not measured: a cluster of 2 separate species, C3H8FN2 in total, with ωB97M-V/def2-TZVPD.

Cartesian coordinates (Å):
C  0.20972  -0.16379  0.21745
C  2.18282  0.18394  -1.22906
C  -3.67203  -0.35848  0.75111
N  0.79658  -0.14411  -0.96378
N  0.84948  0.30252  1.24641
F  -2.45342  -0.89116  0.58187
H  2.83986  -0.60757  -1.59458
H  2.25204  1.00069  -1.98326
H  2.70889  0.64864  -0.29201
H  -3.96074  -0.25953  1.86419
H  -4.13614  0.07335  -0.06760
H  0.30265  -0.48065  -1.87608
H  0.35418  0.05407  2.03862
H  1.72614  0.64208  1.30673

Force components x, y, z for each atom (eV/Å):
3.5 1.1 -2.8
2.4 2.4 1.3
-0.2 -0.4 4.0
-2.6 -1.8 -2.3
-4.8 -1.9 -0.4
0.5 -0.1 -0.3
-0.6 -0.4 0.2
-0.4 -0.6 0.5
-1.0 -1.0 -1.8
0.4 -0.1 -2.3
-0.6 0.7 -1.4
0.6 0.8 2.6
-0.5 -0.1 2.7
3.4 1.4 0.0

## Properties
* multiplicity: 3
* E_HOMO (alpha / beta): -0.42763 / -0.58070 hartree
* charge: +1
* ⟨S²⟩: 2.01
* gap between HOMO and LUMO (alpha / beta): 7.86 / 8.57 eV

---

Calculated relative energy (zero: lowest compared OMol25 entry of this formula, charge and spin), 102.5 98.0 111.9 44.6 141.0 22.3 51.6 18.0 116.6 0.0 kcal/mol (same order as the records).